Density functional theory data (ωB97M-V/def2-TZVPD) for a structure of composition C5H6O2 at a distorted geometry.

Geometry (Å):
1 O 2.00602 -1.04593 -0.21146
2 O -0.95290 1.70341 -1.41009
3 C -0.05748 -0.06453 1.58200
4 C 1.10076 -0.40988 -0.70397
5 C -0.10399 0.15824 0.18225
6 C -0.74983 -0.96320 -0.46393
7 C -0.32591 1.53048 -0.39196
8 H 0.88213 -0.07856 2.13063
9 H -0.95572 -0.38608 2.09903
10 H -1.56190 -0.82862 -1.17983
11 H 0.12949 2.35486 0.18312
12 H 1.11281 0.01662 -1.72039
13 H -0.52148 -1.96121 -0.10730

## Properties
HOMO (spin up / spin down): -0.3219 / -0.3336 Ha
Orbital gap (spin up / spin down): 8.1 / 7.8 eV
Molar mass: 98.10 g mol⁻¹
Multiplicity: 1
E_tot: -344.4259 a.u.
Max |F|: 1.6 eV Å⁻¹

These are the natural (NBO) partial charges, in e, on atoms 1 to 6:
1. O -0.53
2. O -0.52
3. C -0.23
4. C 0.38
5. C -0.42
6. C -0.26